(1)
Formula: C3H9FNO
Source: the Open Molecules 2025 dataset
Level of theory: the ωB97M-V functional and the def2-TZVPD basis

Calculated values
Lowest unoccupied orbital energy, eV: -3.6
Total charge: +1
Energy relative to the best compared isomer or geometry (same formula, charge and spin), eV: 1.582
SMILES: CO[C@H](F)C[NH3+]
HOMO-LUMO gap, eV: 10.9

Geometry (Å):
C1 2.2896 -0.1277 -0.0504
C2 -1.4062 0.0529 -0.5247
C3 -0.1623 0.8152 -0.3547
N1 -1.5899 -0.7325 0.7557
O1 0.9441 -0.4272 -0.0343
F1 -0.1430 1.5636 0.7615
H1 2.4936 0.5166 0.8103
H2 2.8135 0.3425 -0.9344
H3 2.7615 -1.0464 0.1404
H4 -2.3737 0.7030 -0.8717
H5 -1.2719 -0.5096 -1.4377
H6 0.1557 1.4241 -1.3269
H7 -1.8698 -0.1773 1.4921
H8 -0.5380 -0.8331 1.0842
H9 -2.1031 -1.5642 0.4906

---

(2)
Formula: C4H13NO2
Source: the Open Molecules 2025 dataset
Level of theory: the ωB97M-V functional and the def2-TZVPD basis

Calculated values
Lowest unoccupied orbital energy, eV: 0.5
Energy relative to the best compared isomer or geometry (same formula, charge and spin), eV: 1.240
SMILES: C1CCNC1.O.O
HOMO-LUMO gap, eV: 9.7

Geometry (Å):
C1 -0.7894 -0.4138 -1.5282
N1 -0.7090 -1.3568 -0.4180
C2 -0.9178 -0.5010 0.7983
C3 -1.3232 0.8777 0.3457
C4 -0.6147 1.0240 -1.0469
H1 -0.0847 -0.7139 -2.3212
H2 -1.7479 -0.5811 -2.0480
H3 0.2036 -1.7621 -0.3271
H4 -1.5937 -0.9493 1.5302
H5 0.0375 -0.4537 1.3387
H6 -0.9317 1.7096 0.9338
H7 -2.4066 0.9931 0.3044
H8 -1.1092 1.6743 -1.7710
H9 0.3749 1.4549 -0.8982
H10 2.9955 -2.6705 0.2341
H11 1.5377 -2.2988 -0.0920
O1 2.4572 -2.2505 -0.4116
H12 0.7943 2.1054 1.6582
H13 2.1817 1.6963 1.6852
O2 1.6455 2.4162 2.0336

---

no.,DFT total energy (eV)
1,-9502.940
2,-9942.956